#P
11
Properties=species:S:1:pos:R:3:nbo_charge:R:1 method="wB97M-V/def2-TZVPD" lumo_ev=0.940 homo_energy_ev=-9.35 charge=0 smiles=C#CC1CC1
C -1.150 -0.064 2.387 -0.296
C -0.470 -0.030 1.380 0.027
C -0.109 -0.269 0.034 -0.350
C -0.053 0.622 -1.204 -0.394
C 1.064 -0.346 -0.891 -0.388
H -1.193 0.413 3.324 0.228
H -0.652 -1.206 0.192 0.283
H -0.775 0.392 -1.978 0.219
H 0.182 1.699 -1.163 0.228
H 1.060 -1.285 -1.440 0.219
H 2.052 0.020 -0.634 0.222

#Q
11
Properties=species:S:1:pos:R:3:nbo_charge:R:1 method="wB97M-V/def2-TZVPD" lumo_ev="-0.605 / -0.633" homo_energy_ev="-8.12 / -10.27" charge=0
C -0.843 -1.042 -0.201 -0.488
C -1.776 -1.610 -0.901 0.248
C 0.289 -1.088 0.847 -0.351
C -0.057 0.075 0.009 0.126
C 0.476 1.197 -0.816 -0.685
H 0.018 -1.021 1.857 0.228
H 1.249 -1.614 0.568 0.214
H -1.612 0.723 1.915 -0.013
H 0.077 2.225 -0.842 0.255
H 0.662 0.789 -1.879 0.236
H 1.518 1.366 -0.558 0.228

Ordering by calculated energy gives the sequence #P, #Q, with the first entry being the most stable.

#P
11
Properties=species:S:1:pos:R:3:nbo_charge:R:1 method="wB97M-V/def2-TZVPD" lumo_ev="-0.334 / -0.585" homo_energy_ev="-8.89 / -9.03" charge=0
C 0.769 -1.786 -0.825 -0.525
C 0.446 -2.983 -0.708 0.253
C 0.921 -0.578 -1.553 -0.414
C 0.863 -0.583 -0.023 -0.065
C -1.271 0.557 1.122 -0.495
H 1.909 -0.242 -1.804 0.231
H 0.055 -0.444 -2.212 0.244
H 1.637 -0.161 0.620 0.222
H -1.937 1.113 0.484 0.176
H -0.603 1.064 1.797 0.183
H -1.623 -0.474 1.284 0.192

#Q
11
Properties=species:S:1:pos:R:3:nbo_charge:R:1 method="wB97M-V/def2-TZVPD" lumo_ev=-0.230 homo_energy_ev=-9.55 charge=0
C -0.342 -1.133 2.356 -0.232
C 0.044 -1.843 1.356 -0.011
C 0.687 -0.483 1.441 -0.123
C 1.330 0.513 1.173 -0.122
C -0.583 0.464 -2.056 -0.856
H -0.883 -0.698 3.084 0.250
H -0.638 0.423 -1.036 0.214
H 1.910 1.334 0.861 0.240
H -1.543 0.623 -2.686 0.216
H 0.089 1.264 -2.326 0.205
H -0.070 -0.464 -2.168 0.219

#R
11
Properties=species:S:1:pos:R:3:nbo_charge:R:1 method="wB97M-V/def2-TZVPD" lumo_ev=-0.068 homo_energy_ev=-9.99 charge=0
C 1.303 -0.004 0.040 -0.491
C 2.331 0.734 -0.002 0.224
C 0.476 -1.250 0.178 -0.380
C -0.087 0.013 -0.528 -0.100
C -1.075 0.905 0.189 -0.610
H 0.811 -2.247 -0.336 0.255
H 0.059 -1.312 1.163 0.224
H -0.150 -0.112 -1.890 0.227
H -0.784 0.776 1.197 0.211
H -2.031 0.613 0.080 0.216
H -0.853 1.882 -0.091 0.225

Ordering by calculated energy gives the sequence #R, #Q, #P, with the first entry being the most stable.

#P
15
Properties=species:S:1:pos:R:3:nbo_charge:R:1 method="wB97M-V/def2-TZVPD" lumo_ev=0.879 homo_energy_ev=-7.78 charge=0
C -1.095 -0.364 -0.041 0.423
C -1.363 1.012 -0.063 -0.362
C -0.247 1.784 -0.009 -0.127
C 1.121 1.285 0.160 -0.384
C 1.240 -0.193 0.003 0.398
H -1.892 -2.139 -0.248 0.381
H -3.197 -1.196 -0.054 0.399
H -2.402 1.389 -0.041 0.224
H -0.189 2.814 0.053 0.209
H 2.137 1.815 -0.253 0.222
H 2.080 -2.195 0.464 0.421
H 3.511 -0.766 0.046 0.408
N -2.149 -1.252 0.102 -0.815
N 2.336 -1.066 -0.101 -0.847
N 0.109 -0.928 -0.018 -0.551

#Q
15
Properties=species:S:1:pos:R:3:nbo_charge:R:1 method="wB97M-V/def2-TZVPD" lumo_ev=0.809 homo_energy_ev=-7.24 charge=0 smiles=Nc1ncc2n1CC2
N -0.624 -2.434 0.632 -0.836
C 0.029 -1.235 0.678 0.495
N 0.985 -0.974 1.564 -0.506
C 1.447 0.291 1.213 -0.084
C 0.774 0.858 0.065 0.052
N -0.181 -0.140 -0.099 -0.377
C -0.874 0.694 -1.165 -0.179
C 0.196 1.810 -0.956 -0.429
H -1.594 -2.505 0.298 0.392
H -0.344 -3.143 1.382 0.415
H 2.190 0.793 1.851 0.200
H -1.896 1.058 -0.945 0.205
H -0.858 0.257 -2.194 0.204
H -0.139 2.725 -0.496 0.224
H 0.888 1.946 -1.828 0.224

Ordering by calculated energy gives the sequence #Q, #P, with the first entry being the most stable.

#P
15
Properties=species:S:1:pos:R:3:nbo_charge:R:1 method="wB97M-V/def2-TZVPD" lumo_ev=3.013 homo_energy_ev=-2.29 charge=-1 smiles=[O-]CCCCS
O -2.855 -1.969 1.034 -0.939
C -2.256 -0.786 0.980 0.022
C -0.688 -0.853 0.814 -0.451
C -0.149 0.276 -0.043 -0.413
C 1.317 0.639 0.215 -0.500
S 2.214 1.224 -1.247 -0.092
H -2.608 -0.105 0.151 0.048
H -2.399 -0.133 1.904 0.046
H -0.520 -1.810 0.309 0.198
H -0.208 -0.896 1.791 0.171
H -0.776 1.168 0.077 0.195
H -0.292 0.007 -1.092 0.189
H 1.381 1.420 0.968 0.212
H 1.838 -0.257 0.540 0.204
H 1.595 0.451 -2.123 0.112

#Q
15
Properties=species:S:1:pos:R:3:nbo_charge:R:1 method="wB97M-V/def2-TZVPD" lumo_ev=3.280 homo_energy_ev=-2.33 charge=-1 smiles=[O-]CCCCS
O -2.548 -0.024 -0.283 -0.953
C -1.749 -0.987 -0.745 0.010
C -0.166 -0.564 -0.804 -0.486
C 0.137 0.008 0.514 -0.379
C 1.650 0.581 0.426 -0.528
S 1.848 2.208 1.198 -0.117
H -2.039 -1.221 -1.801 0.082
H -1.717 -1.843 -0.015 0.058
H 0.464 -1.419 -1.052 0.170
H -0.253 0.200 -1.575 0.189
H -0.444 0.863 0.811 0.224
H 0.057 -0.813 1.253 0.188
H 1.892 0.582 -0.623 0.214
H 2.273 -0.077 1.078 0.202
H 0.594 2.505 1.616 0.128

#R
15
Properties=species:S:1:pos:R:3:nbo_charge:R:1 method="wB97M-V/def2-TZVPD" lumo_ev=2.867 homo_energy_ev=-2.20 charge=-1 smiles=[O-]CCCCS
O -2.763 -2.099 1.261 -0.954
C -2.012 -1.320 0.417 -0.007
C -0.543 -1.112 0.758 -0.412
C 0.137 -0.133 -0.303 -0.430
C 1.214 0.777 0.216 -0.512
S 1.806 1.780 -1.131 -0.059
H -2.067 -1.621 -0.670 0.081
H -2.518 -0.193 0.454 0.033
H 0.024 -2.224 0.697 0.159
H -0.419 -0.866 1.841 0.196
H -0.661 0.481 -0.831 0.202
H 0.596 -0.712 -1.053 0.189
H 0.707 1.534 0.893 0.208
H 1.996 0.192 0.643 0.208
H 2.758 2.448 -0.495 0.098

Ordering by calculated energy gives the sequence #P, #Q, #R, with the first entry being the most stable.

#P
11
Properties=species:S:1:pos:R:3:nbo_charge:R:1 method="wB97M-V/def2-TZVPD" lumo_ev="-6.052 / -6.644" homo_energy_ev="-13.97 / -14.45" charge=+1
C -0.780 -1.800 1.292 -0.507
C 0.714 1.699 -1.406 -0.592
N -0.074 -0.625 1.177 0.125
N 0.112 0.576 -1.215 -0.038
N 0.267 0.355 0.732 0.254
H -0.369 -2.647 0.705 0.305
H -1.791 -1.644 0.993 0.291
H -0.928 -1.850 2.350 0.281
H 1.354 1.418 -2.345 0.328
H 1.393 1.926 -0.509 0.263
H 0.101 2.592 -1.775 0.291

#Q
11
Properties=species:S:1:pos:R:3:nbo_charge:R:1 method="wB97M-V/def2-TZVPD" lumo_ev="-5.144 / -5.144" homo_energy_ev="-13.63 / -13.63" charge=+1
C 0.154 -0.535 -0.303 0.278
C 0.592 1.535 1.260 0.418
N -0.227 1.543 2.107 -0.443
N -0.130 0.155 -1.423 -0.794
N 0.001 -1.844 -0.327 -0.764
H 1.342 2.152 0.760 0.273
H -0.905 0.986 2.412 0.434
H -0.422 -0.410 -2.185 0.373
H -0.215 1.151 -1.602 0.421
H -0.255 -2.294 -1.155 0.381
H 0.065 -2.439 0.455 0.421

Ordering by calculated energy gives the sequence #Q, #P, with the first entry being the most stable.

#P
14
Properties=species:S:1:pos:R:3:nbo_charge:R:1 method="wB97M-V/def2-TZVPD" lumo_ev=0.597 homo_energy_ev=-9.44 charge=0
H 0.435 -2.405 -1.775 0.408
N 0.742 -1.813 -1.089 -1.186
B 1.302 -0.702 -0.674 1.133
O 1.639 0.508 -0.428 -0.700
C 2.093 0.992 0.837 -0.238
H 1.208 1.673 1.095 0.210
H 3.029 1.429 0.688 0.192
H 2.094 0.264 1.603 0.181
C -2.395 0.169 -0.064 -0.260
O -1.005 0.203 0.257 -0.731
H -2.494 0.776 -0.970 0.170
H -3.290 0.455 0.578 0.171
H -2.544 -0.834 -0.370 0.166
H -0.814 -0.716 0.310 0.483

#Q
14
Properties=species:S:1:pos:R:3:nbo_charge:R:1 method="wB97M-V/def2-TZVPD" lumo_ev=0.079 homo_energy_ev=-8.97 charge=0
B 0.506 -0.244 -1.792 1.127
C -0.257 -0.306 1.592 -0.610
C -0.077 0.728 0.474 -0.219
N -0.407 0.280 -0.813 -0.791
O -0.094 -1.189 -2.532 -0.883
O 1.814 0.193 -1.889 -0.878
H -0.108 0.318 2.537 0.209
H -1.255 -0.743 1.474 0.206
H 0.471 -1.042 1.422 0.201
H -0.656 1.656 0.913 0.157
H 0.974 1.177 0.404 0.218
H -1.776 -0.634 -0.883 0.306
H 0.322 -1.154 -3.477 0.478
H 2.236 -0.439 -2.449 0.479

Ordering by calculated energy gives the sequence #Q, #P, with the first entry being the most stable.